1.
20
Properties=species:S:1:pos:R:3 method="wB97M-V/def2-TZVPD" charge=+1 multiplicity=1 e_lumo_ha="-0.165 / -0.165" gap_ev="8.69 / 8.68" homo_ev="-13.18 / -13.18"
C -2.767 -0.051 0.474
C -1.408 2.122 0.107
C -0.090 -1.340 -0.169
C 3.602 -0.784 -0.124
C -1.345 0.599 0.253
N 2.532 0.063 -0.403
N -0.281 0.012 -0.035
N 1.671 0.764 -0.562
H -3.075 0.135 1.422
H -3.488 0.487 -0.208
H -2.801 -1.128 0.215
H -1.036 2.370 -0.932
H -0.824 2.692 0.782
H -2.424 2.198 0.407
H -0.800 -1.882 -0.779
H 0.884 -1.336 -0.744
H -0.084 -2.024 0.733
H 3.803 -1.414 -1.096
H 3.546 -1.422 0.702
H 4.386 -0.060 -0.044


2.
13
Properties=species:S:1:pos:R:3 method="wB97M-V/def2-TZVPD" smiles="COC(=O)CN" multiplicity=1 e_lumo_ha=0.031 gap_ev=10.46 homo_ev=-9.62
C -1.892 0.380 -1.041
O -0.494 0.512 -0.725
C -0.221 0.030 0.477
O -1.083 -0.382 1.243
C 1.157 -0.240 0.972
N 2.331 -0.315 0.101
H -1.974 0.553 -2.111
H -2.471 1.116 -0.478
H -2.237 -0.622 -0.771
H 0.522 -1.029 1.585
H 1.388 0.398 1.826
H 2.260 -1.011 -0.631
H 2.529 0.575 -0.368


3.
119
Properties=species:S:1:pos:R:3 method="wB97M-V/def2-TZVPD" charge=+1 multiplicity=8 e_lumo_ha="-0.084 / -0.084" s_squared=15.759 gap_ev="6.38 / 6.39" homo_ev="-8.66 / -8.67"
Eu 11.574 15.277 9.152
N 12.617 15.956 11.544
C 13.968 15.821 12.006
C 15.064 16.222 10.984
C 15.127 15.321 9.721
N 14.165 15.723 8.680
H 12.443 16.932 11.430
H 11.981 15.671 12.304
H 14.069 14.741 12.321
H 14.088 16.401 12.969
H 16.020 16.234 11.514
H 14.899 17.294 10.678
H 14.977 14.278 9.981
H 16.165 15.379 9.292
H 14.494 15.372 7.756
H 14.169 16.735 8.614
C 12.268 17.687 5.584
C 12.782 19.036 6.041
C 11.557 19.957 6.144
C 13.633 19.072 7.325
C 14.993 19.282 7.182
C 15.751 19.729 8.255
C 15.136 19.988 9.490
C 13.787 19.779 9.687
C 13.185 20.569 10.890
C 12.865 21.987 10.332
C 12.062 19.989 11.734
C 13.067 19.059 8.655
N 12.022 18.215 9.009
C 10.874 18.849 9.226
C 9.602 18.256 9.126
C 8.357 18.904 9.490
C 7.362 18.111 8.959
C 7.993 17.016 8.358
N 9.345 17.022 8.570
C 7.300 16.017 7.445
C 6.194 15.305 8.250
C 8.398 15.106 6.867
C 6.655 16.770 6.205
H 11.638 17.733 4.652
H 11.674 17.181 6.372
H 13.043 17.003 5.272
H 13.414 19.450 5.218
H 10.791 19.496 6.799
H 11.093 20.132 5.160
H 11.811 20.948 6.502
H 15.436 19.051 6.233
H 16.818 19.919 8.145
H 15.725 20.301 10.351
H 14.031 20.684 11.629
H 12.040 22.039 9.640
H 13.728 22.405 9.833
H 12.619 22.647 11.165
H 11.081 19.941 11.310
H 11.906 20.606 12.637
H 12.239 18.967 12.130
H 10.864 19.917 9.482
H 8.237 19.854 9.973
H 6.316 18.304 9.015
H 6.663 14.994 9.209
H 5.850 14.376 7.785
H 5.321 15.926 8.473
H 9.039 14.752 7.656
H 9.007 15.679 6.173
H 7.888 14.279 6.335
H 5.839 17.435 6.602
H 6.258 16.050 5.524
H 7.404 17.406 5.688
O 9.641 14.133 9.987
P 9.422 12.992 10.962
C 11.077 12.168 11.269
P 12.115 11.789 9.782
O 12.360 12.994 8.865
C 11.346 10.404 9.046
C 11.567 9.128 9.672
C 11.282 7.946 9.028
C 10.926 8.009 7.689
C 10.581 9.228 7.101
C 10.728 10.415 7.784
C 13.715 11.252 10.388
C 14.003 11.035 11.749
C 15.311 10.802 12.171
C 16.380 10.829 11.233
C 16.084 10.858 9.875
C 14.770 11.148 9.468
C 8.794 13.516 12.530
C 8.085 12.677 13.405
C 7.814 13.137 14.734
C 8.272 14.368 15.190
C 8.942 15.218 14.298
C 9.122 14.816 12.966
C 8.334 11.721 10.433
C 7.397 11.963 9.429
C 6.384 11.041 9.090
C 6.323 9.843 9.803
C 7.303 9.511 10.750
C 8.332 10.437 11.006
H 10.856 11.270 11.873
H 11.653 12.862 11.906
H 12.022 9.099 10.656
H 11.347 6.971 9.533
H 10.804 7.127 7.097
H 10.153 9.306 6.070
H 10.503 11.408 7.359
H 13.257 11.012 12.553
H 15.549 10.651 13.201
H 17.379 10.910 11.641
H 16.827 10.662 9.077
H 14.595 11.313 8.391
H 7.704 11.698 13.131
H 7.202 12.521 15.351
H 8.082 14.712 16.193
H 9.345 16.191 14.570
H 9.563 15.466 12.200
H 7.447 12.930 8.876
H 5.676 11.272 8.294
H 5.520 9.114 9.634
H 7.261 8.618 11.353
H 9.016 10.226 11.836


4.
13
Properties=species:S:1:pos:R:3 method="wB97M-V/def2-TZVPD" charge=+1 smiles="C1=C2CC2=[N+]2C[C@@H]12" multiplicity=1 e_lumo_ha=-0.223 gap_ev=9.11 homo_ev=-15.17
C -1.171 0.631 0.224
C -0.696 -0.728 0.381
C -2.046 -0.536 -0.193
C 1.550 -0.608 -0.450
C 0.015 1.364 0.045
C 1.122 0.512 0.518
N 0.602 -0.827 0.660
H -2.897 -0.480 0.640
H -2.418 -0.732 -1.196
H 1.258 -0.796 -1.424
H 2.460 -0.994 -0.133
H 0.260 2.360 -0.244
H 1.962 0.834 1.169